1.
The following is a DFT calculation (ωB97M-V with the def2-TZVPD basis set) of a single C7H6Cl2O molecule at a distorted geometry.

```
16
Properties=species:S:1:pos:R:3:lowdin_charge:R:1
O -2.47 -2.16 -0.16 0.09
C -1.65 -1.23 -0.15 -0.31
C -0.18 -1.08 0.08 -0.07
C 1.11 -1.27 -0.32 -0.02
C 1.85 -0.03 -0.17 -0.17
C 0.75 1.10 0.12 -0.14
C -0.45 0.39 0.61 -0.35
C -1.80 0.40 -0.05 -1.13
Cl -2.99 0.94 1.07 0.70
Cl -2.04 1.10 -1.68 0.65
H 1.58 -2.13 -0.76 0.12
H 2.65 -0.01 0.64 0.13
H 2.54 0.12 -1.08 0.13
H 1.10 1.79 0.85 0.10
H 0.52 1.66 -0.76 0.09
H -0.52 0.39 1.76 0.17
```

The calculation puts the HOMO energy at -9.8 eV. As for the total charge: 0. The value obtained for the HOMO-LUMO gap is 9.29 eV.

2.
The following is a DFT calculation (ωB97M-V with the def2-TZVPD basis set) of a single C6H10O molecule at a distorted geometry.

```
17
Properties=species:S:1:pos:R:3:lowdin_charge:R:1
C -1.54 1.49 0.74 -0.04
C -0.10 1.06 0.43 -0.48
O 0.30 0.02 1.31 -0.10
C 1.31 -0.67 0.60 -0.23
C 0.72 -1.60 -0.45 -0.16
C -0.06 -0.66 -1.38 -0.22
C 0.00 0.79 -1.03 0.11
H -2.24 0.66 0.59 0.08
H -1.59 1.79 1.79 0.09
H -1.83 2.34 0.12 0.08
H 0.53 1.94 0.62 0.15
H 1.96 -1.17 1.32 0.12
H 0.11 -2.39 0.00 0.11
H 1.54 -2.07 -1.00 0.11
H 0.14 -0.81 -2.44 0.10
H -1.16 -0.80 -1.26 0.14
H 1.89 0.08 0.04 0.13
```

The calculation puts the HOMO energy at -8.3 eV. As for the total charge: 0. The value obtained for the HOMO-LUMO gap is 8.38 eV.

3.
The following is a DFT calculation (ωB97M-V with the def2-TZVPD basis set) of a single C20H18O2S molecule at a distorted geometry.

```
41
Properties=species:S:1:pos:R:3:lowdin_charge:R:1
O -1.40 3.36 1.11 -0.31
S -1.16 2.09 0.43 0.75
O -1.88 0.93 0.87 -0.31
C -1.61 2.40 -1.29 -0.28
C -1.85 3.71 -1.69 -0.06
C -2.20 3.95 -3.02 -0.07
C -2.29 2.89 -3.93 -0.08
C -2.02 1.58 -3.52 -0.07
C -1.70 1.33 -2.18 -0.07
C 0.74 1.64 0.33 -0.23
C 1.26 2.01 1.65 -0.27
C 2.64 2.29 1.68 -0.03
C 3.32 2.56 2.87 -0.07
C 2.62 2.57 4.07 -0.10
C 1.26 2.29 4.09 -0.06
C 0.58 2.02 2.88 -0.04
C 1.18 0.22 -0.10 -0.25
C 1.95 -0.58 0.92 -0.02
C 3.01 -1.42 0.83 -0.09
C 3.98 -1.58 -0.19 -0.10
C 3.90 -1.13 -1.47 -0.11
C 2.81 -0.44 -2.06 -0.09
C 1.74 0.19 -1.50 -0.03
H -1.76 4.52 -0.97 0.11
H -2.41 4.98 -3.32 0.11
H -2.57 3.10 -4.97 0.11
H -2.06 0.76 -4.23 0.11
H -1.51 0.31 -1.84 0.12
H 0.95 2.32 -0.44 0.11
H 3.16 2.19 0.72 0.13
H 4.39 2.78 2.81 0.11
H 3.15 2.80 4.98 0.10
H 0.71 2.30 5.03 0.11
H -0.48 1.75 2.97 0.11
H 0.14 -0.11 -0.11 0.12
H 1.53 -0.43 1.92 0.12
H 3.25 -1.98 1.75 0.11
H 4.85 -2.18 0.07 0.10
H 4.72 -1.39 -2.14 0.10
H 2.93 -0.30 -3.16 0.11
H 1.16 0.82 -2.17 0.10
```

The calculation puts the HOMO energy at -8.0 eV. As for the total charge: 0. The value obtained for the HOMO-LUMO gap is 7.91 eV.

4.
The following is a DFT calculation (ωB97M-V with the def2-TZVPD basis set) of a molecular structure, C15H15BrNOV at a distorted geometry.

```
34
Properties=species:S:1:pos:R:3:mulliken_spin:R:1
C 0.60 -2.82 -0.69 -0.01
C 1.27 -1.65 -1.12 -0.02
C 1.24 -0.72 0.00 0.03
H 1.76 -1.52 -2.07 0.00
C 0.51 -1.35 1.07 0.05
C 0.13 -2.64 0.64 0.05
H -0.38 -3.37 1.26 0.00
H 0.39 -3.71 -1.31 0.00
H 1.79 0.22 0.07 0.02
H 0.29 -0.94 2.06 0.01
V -0.75 -1.18 -0.66 2.73
Br -0.44 0.37 -2.73 0.03
C -3.46 -0.79 -0.42 0.09
C -3.31 -1.85 0.52 -0.05
C -2.67 -2.94 -0.12 0.03
H -3.68 -1.85 1.54 0.00
C -2.41 -2.56 -1.49 0.00
C -2.93 -1.23 -1.67 0.00
H -2.97 -0.68 -2.61 0.01
H -3.94 0.17 -0.24 0.01
H -2.48 -3.92 0.30 0.00
H -1.97 -3.18 -2.27 0.01
O -0.50 2.23 0.73 0.01
N 0.73 2.65 0.76 0.00
C 1.42 2.64 1.96 0.01
C 2.54 3.48 2.07 0.00
C 3.32 3.60 0.90 0.01
C 2.60 3.69 -0.30 0.00
C 1.38 3.05 -0.40 0.01
H 1.00 2.04 2.78 0.00
H 2.69 4.05 2.99 0.00
H 4.41 3.54 0.91 0.00
H 2.96 4.27 -1.13 0.00
H 0.86 2.89 -1.34 0.00
```

The calculation puts the HOMO energy (spin up / spin down) at -2.4 / -3.7 eV. As for the total charge: -1. As for the spin multiplicity: 4. The value obtained for the HOMO-LUMO gap (spin up / spin down) is 4.70 / 6.03 eV.

5.
The following is a DFT calculation (ωB97M-V with the def2-TZVPD basis set) of a single C26H30N4O5 molecule.

```
65
Properties=species:S:1:pos:R:3:lowdin_charge:R:1
C -5.39 -1.99 -1.65 -0.06
O -4.01 -1.71 -1.76 -0.06
C -3.47 -0.56 -1.28 -0.20
C -2.10 -0.44 -1.52 0.04
C -1.40 0.67 -1.09 -0.13
C 0.08 0.78 -1.23 -0.42
O 0.65 1.85 -1.39 0.05
N 0.71 -0.40 -1.08 0.15
C 2.11 -0.60 -1.03 -0.18
C 2.86 -0.31 -2.16 0.00
C 4.23 -0.49 -2.17 -0.04
C 4.87 -1.00 -1.05 -0.27
C 6.35 -1.20 -1.02 -0.04
C 4.11 -1.29 0.08 0.00
C 2.74 -1.07 0.13 -0.11
C 2.07 -1.21 1.49 -0.23
N 2.29 -0.02 2.31 0.00
C 2.15 1.26 1.64 -0.11
C 3.42 1.67 0.90 -0.49
O 4.53 1.48 1.39 0.03
N 3.24 2.28 -0.28 0.01
N 4.35 2.60 -1.09 0.06
C 0.60 -1.57 1.44 -0.19
C 0.22 -2.74 0.78 -0.06
C -1.12 -3.10 0.71 -0.08
C -2.09 -2.31 1.30 -0.09
C -1.71 -1.16 1.97 -0.07
C -0.38 -0.80 2.05 -0.02
C -2.07 1.71 -0.45 0.04
C -3.42 1.61 -0.20 -0.19
O -4.15 2.59 0.41 -0.09
C -3.51 3.80 0.74 -0.07
C -4.14 0.46 -0.58 -0.13
O -5.49 0.36 -0.32 -0.11
C -5.87 0.37 1.04 -0.06
H -5.53 -2.91 -2.23 0.10
H -6.00 -1.20 -2.07 0.10
H -5.68 -2.17 -0.62 0.09
H -1.63 -1.24 -2.06 0.13
H 0.14 -1.20 -0.82 0.11
H 2.35 0.08 -3.03 0.12
H 4.80 -0.24 -3.05 0.11
H 6.59 -2.25 -0.82 0.08
H 6.79 -0.61 -0.22 0.08
H 6.81 -0.91 -1.96 0.08
H 4.61 -1.65 0.96 0.13
H 2.57 -2.04 2.01 0.16
H 3.24 -0.04 2.69 0.11
H 1.97 2.01 2.42 0.13
H 1.29 1.25 0.97 0.10
H 2.35 2.26 -0.77 0.09
H 5.16 2.15 -0.65 0.07
H 4.51 3.61 -1.06 0.08
H 0.97 -3.36 0.32 0.13
H -1.40 -4.01 0.19 0.11
H -3.13 -2.60 1.24 0.10
H -2.46 -0.55 2.45 0.10
H -0.08 0.08 2.60 0.11
H -1.50 2.58 -0.16 0.11
H -3.08 4.28 -0.14 0.10
H -2.72 3.65 1.49 0.10
H -4.29 4.44 1.16 0.10
H -5.65 1.33 1.51 0.08
H -6.94 0.19 1.05 0.10
H -5.35 -0.42 1.60 0.09
```

The calculation puts the HOMO energy at -8.4 eV. As for the total charge: 0. The value obtained for the HOMO-LUMO gap is 9.00 eV.

6.
The following is a DFT calculation (ωB97M-V with the def2-TZVPD basis set) of 2 unconnected molecules or ions with the total composition C3H9N2 at a distorted geometry.

```
14
Properties=species:S:1:pos:R:3:lowdin_charge:R:1
C 1.35 -1.61 1.95 0.17
N 0.55 -1.73 0.92 0.12
H 2.38 -1.87 1.72 0.12
H 0.73 -1.42 2.82 0.13
H 0.82 -2.29 0.11 0.14
H -0.13 -0.91 0.81 0.08
C -1.17 0.02 -0.64 -0.09
C -0.81 1.16 -1.34 -0.22
N -0.07 2.20 -0.98 0.11
H -1.73 0.00 0.30 0.05
H -1.00 -1.00 -0.96 0.03
H -1.10 1.27 -2.39 0.13
H 0.08 2.54 -0.03 0.12
H 0.35 2.84 -1.64 0.12
```

The calculation puts the HOMO energy at -11.6 eV. As for the total charge: +1. The value obtained for the HOMO-LUMO gap is 5.93 eV.

7.
The following is a DFT calculation (ωB97M-V with the def2-TZVPD basis set) of a molecular structure, BrH8NSi3 at a distorted geometry.

```
13
Properties=species:S:1:pos:R:3:mulliken_spin:R:1
N 0.10 0.04 0.03 0.08
Si 0.91 -1.14 0.91 0.01
Si 0.79 0.70 -1.48 0.00
Si -1.56 0.31 0.51 0.77
Br -2.81 -0.62 -1.06 0.12
H 0.51 -2.50 0.47 0.01
H 0.30 -0.77 2.22 0.01
H 2.33 -0.85 0.73 0.01
H 2.19 0.34 -1.71 0.00
H 0.07 0.38 -2.73 0.00
H 0.56 1.97 -0.95 0.01
H -2.14 -0.20 1.64 0.07
H -1.26 2.35 1.42 0.92
```

The calculation puts the HOMO energy (spin up / spin down) at -6.6 / -9.9 eV. As for the total charge: 0. As for the spin multiplicity: 3. The value obtained for the HOMO-LUMO gap (spin up / spin down) is 7.18 / 7.44 eV.

8.
The following is a DFT calculation (ωB97M-V with the def2-TZVPD basis set) of a single C2H4O2S molecule at a distorted geometry.

```
9
Properties=species:S:1:pos:R:3:lowdin_charge:R:1
O 1.54 -0.75 -1.35 0.10
C 0.53 -0.30 -0.86 -0.55
O -0.57 -0.16 -1.62 0.10
C 0.51 0.18 0.65 -0.46
S -1.09 0.73 1.26 0.73
H -1.26 0.27 -1.16 0.03
H 0.95 -0.61 1.25 0.08
H 1.08 1.12 0.66 0.08
H -1.69 -0.48 1.16 -0.11
```

The calculation puts the HOMO energy at -9.9 eV. As for the total charge: 0. The value obtained for the HOMO-LUMO gap is 10.37 eV.

Let's list ΔE to the lowest compared entry with this formula, charge and spin in order: 25.84; 343.40; 0.00; 144.24; 327.07; 422.06; 47.95; 14.78 kJ/mol.